This record from the Open Molecules 2025 dataset describes an isolated molecule of C2H4N2OS2 in a non-equilibrium geometry. The level of theory is ωB97M-V with the def2-TZVPD basis set.

```
11
Properties=species:S:1:pos:R:3:forces:R:3:lowdin_charge:R:1
O 1.964 1.598 0.002 2.58 4.76 0.19 -0.051
N 1.033 0.738 0.135 -1.91 -7.17 -0.92 -0.156
C 1.410 -0.539 -0.110 -0.83 4.58 1.57 -0.435
S 0.162 -1.707 -0.160 2.69 -3.29 -1.16 0.859
N -1.088 -0.976 0.454 -4.65 0.96 3.28 -0.557
C -1.735 -0.044 -0.400 1.07 -0.09 0.21 -0.818
S -3.241 0.532 -0.040 1.54 -0.24 -0.81 0.565
H 1.500 2.472 0.164 1.08 -1.34 -0.25 0.147
H 2.433 -0.897 -0.215 -0.06 0.32 -0.35 0.078
H -1.561 -1.407 1.492 1.56 2.20 -4.30 0.227
H -0.876 0.230 -1.323 -3.08 -0.69 2.55 0.139
```
Forces are in eV/Å.

The value obtained for the relative energy (zero: lowest compared OMol25 entry of this formula, charge and spin) is 4.7969 eV. The value obtained for the maximum force is 7.5 eV/A. Its structure (SMILES) is O/N=C/SNC=S. As for the HOMO-LUMO gap: 8.70 eV. Its lowest unoccupied orbital energy is 0.0086 Eh.